# 1
115
Properties=species:S:1:pos:R:3:forces:R:3:lowdin_charge:R:1 method="wB97M-V/def2-TZVPD" charge=-2 e_above_lowest_kcal_mol=60.2 e_lumo_ev=3.297 homo_lumo_gap_ev=4.9 e_homo_ev=-1.639 e_tot_ev=-159777.2740
In 0.6215 1.2071 0.3526 0.183 -0.071 -0.096 0.561
C 3.3364 -5.5499 -3.1577 -0.007 0.069 0.067 -0.053
C 2.9867 -4.4483 -4.1458 -0.091 -0.161 0.003 -0.319
C 2.2097 -5.0084 -5.3316 -0.034 0.168 -0.042 -0.154
C 2.0298 -3.9255 -6.3850 -0.086 -0.024 0.108 -0.141
C 1.4386 -2.6831 -5.7643 0.091 -0.101 -0.060 -0.145
C 0.7763 -1.7623 -6.5474 -0.001 -0.008 -0.029 0.035
C 0.2314 -0.6228 -5.9723 0.064 -0.073 -0.023 -0.260
F -0.3992 0.2498 -6.7788 -0.079 0.093 -0.094 0.064
C 0.3275 -0.3736 -4.6332 -0.082 0.175 0.111 0.085
C 0.9920 -1.2948 -3.8211 0.060 -0.116 -0.059 -0.027
C 1.1013 -1.0000 -2.3702 0.098 -0.437 -0.140 -0.327
O 0.6886 0.0761 -1.9651 0.080 0.534 0.173 -0.183
C 1.6985 -2.0454 -1.5773 0.111 -0.070 0.122 -0.024
C 2.2187 -3.1275 -2.2095 0.021 0.032 -0.130 0.022
N 2.2000 -3.3603 -3.5451 -0.056 0.006 0.008 0.015
C 1.5457 -2.4510 -4.3813 0.088 -0.021 0.066 -0.078
C 1.8805 -2.0470 -0.0552 0.000 0.043 0.176 -0.630
O 2.4730 -3.0194 0.4266 -0.138 0.163 -0.050 0.001
O 1.4085 -1.0590 0.5969 0.033 -0.188 -0.203 -0.321
H 3.8433 -6.3472 -3.7026 -0.012 -0.004 0.005 0.079
H 2.4365 -5.9604 -2.6936 0.044 0.010 -0.013 0.098
H 4.0069 -5.2064 -2.3702 -0.032 -0.045 -0.022 0.083
H 3.9224 -4.0183 -4.5239 0.029 0.049 -0.025 0.155
H 1.2322 -5.3468 -4.9738 0.039 -0.057 -0.010 0.135
H 2.7413 -5.8658 -5.7458 0.012 -0.028 0.013 0.113
H 1.3824 -4.2728 -7.1927 0.011 0.011 -0.008 0.115
H 3.0007 -3.6908 -6.8323 0.017 0.000 -0.013 0.120
H 0.6753 -1.9266 -7.6150 -0.025 0.035 0.052 0.125
H -0.0988 0.5194 -4.1859 -0.015 -0.088 -0.023 0.121
H 2.6932 -3.8637 -1.5778 0.008 0.046 -0.003 0.117
S -2.6654 4.3110 3.4957 -0.019 -0.027 -0.088 -0.293
Sb -1.2995 3.9796 1.6964 0.119 0.484 0.482 0.269
S -4.1986 1.6288 -0.9987 -0.188 0.035 0.082 -0.252
S 0.9822 4.0657 2.6719 0.099 -0.272 0.071 -0.276
S 0.3452 5.8659 1.8013 -0.149 0.086 -0.227 -0.249
Cl -1.4408 -1.4907 -0.0094 0.001 -0.270 0.078 0.606
C -3.1797 -1.7110 -0.1960 0.082 0.088 -0.017 -1.012
Cl -3.5680 -3.1327 -1.2009 -0.024 -0.007 -0.010 0.469
H -3.5873 -0.8165 -0.6630 -0.105 0.056 -0.087 -0.085
H -3.6061 -1.8805 0.7861 -0.029 -0.037 0.011 0.014
C 6.2794 -1.4857 1.8028 -0.081 0.023 0.034 -0.115
C 5.6145 -2.1444 2.8291 0.012 0.051 -0.017 -0.100
C 4.3893 -1.6734 3.2874 0.030 0.107 -0.082 -0.107
C 3.8057 -0.5385 2.7266 -0.013 -0.062 -0.118 -0.349
C 4.4738 0.0987 1.6785 -0.049 -0.054 0.068 -0.147
C 5.7041 -0.3607 1.2251 0.023 -0.042 0.035 -0.100
Sb 1.8602 0.2049 3.3093 0.551 -0.033 0.413 1.494
C 2.6806 1.6382 4.7056 -0.155 0.192 0.031 -0.394
C 3.7541 2.4421 4.3189 -0.040 -0.043 0.094 -0.152
C 4.1249 3.5524 5.0680 -0.084 -0.085 0.031 -0.105
C 3.4196 3.8802 6.2191 0.073 -0.030 -0.050 -0.110
C 2.3597 3.0828 6.6259 0.005 -0.050 -0.006 -0.098
C 1.9857 1.9789 5.8689 0.074 0.017 -0.095 -0.143
C 1.4782 -1.3402 4.7585 -0.224 -0.098 -0.123 -0.373
C 2.0026 -1.3665 6.0484 -0.017 -0.090 -0.056 -0.136
C 1.6239 -2.3619 6.9449 0.000 0.009 -0.020 -0.104
C 0.7158 -3.3403 6.5606 0.024 0.023 -0.052 -0.114
C 0.2003 -3.3348 5.2697 0.062 0.039 -0.023 -0.096
C 0.5813 -2.3418 4.3753 0.075 0.075 0.079 -0.130
H 7.2343 -1.8538 1.4456 -0.006 -0.002 0.000 0.087
H 6.0491 -3.0361 3.2684 -0.026 0.024 0.001 0.092
H 3.8766 -2.2072 4.0780 0.009 -0.013 0.009 0.086
H 4.0202 0.9597 1.1958 0.021 0.010 -0.009 0.093
H 6.2120 0.1502 0.4142 -0.044 0.003 0.011 0.094
H 4.2955 2.2148 3.4071 0.021 0.015 0.026 0.083
H 4.9500 4.1734 4.7394 -0.019 0.010 -0.012 0.094
H 3.6809 4.7693 6.7814 0.017 -0.041 0.024 0.091
H 1.8075 3.3333 7.5242 -0.038 0.016 -0.044 0.095
H 1.1272 1.3905 6.1763 -0.008 0.039 -0.005 0.097
H 2.7111 -0.6066 6.3568 -0.021 0.007 0.022 0.091
H 2.0334 -2.3684 7.9499 -0.008 0.010 -0.041 0.092
H 0.4105 -4.1057 7.2656 0.011 0.015 -0.017 0.089
H -0.5050 -4.0981 4.9606 0.026 0.021 0.007 0.095
H 0.1802 -2.3360 3.3660 -0.037 -0.026 0.056 0.094
C -2.9866 3.8262 -7.9316 0.043 -0.045 0.121 -0.068
C -2.7654 3.3695 -6.5095 -0.017 0.026 -0.020 -0.289
C -3.3571 2.2133 -6.0243 0.006 0.001 0.008 -0.037
C -3.1528 1.7720 -4.7170 0.087 -0.046 0.063 -0.313
C -3.7717 0.4719 -4.2802 -0.033 0.060 -0.128 -0.116
C -2.3455 2.5316 -3.8517 0.067 0.033 -0.010 -0.446
Te -2.0105 1.9193 -1.8185 -0.381 0.049 -0.406 0.772
C -1.7234 3.6973 -4.3344 -0.021 -0.001 -0.039 -0.311
C -0.8232 4.5696 -3.4858 -0.057 -0.050 -0.161 -0.090
C -1.9484 4.0949 -5.6521 0.047 -0.073 0.042 -0.040
H -3.5312 3.0713 -8.5015 0.004 0.038 0.002 0.064
H -2.0336 4.0104 -8.4340 -0.038 0.003 -0.008 0.070
H -3.5602 4.7563 -7.9599 -0.004 -0.013 -0.030 0.072
H -3.9805 1.6172 -6.6874 0.035 0.017 0.041 0.105
H -4.1940 -0.0637 -5.1357 0.050 0.046 0.032 0.068
H -4.5552 0.6420 -3.5400 0.040 -0.019 0.057 0.017
H -3.0227 -0.1600 -3.7953 -0.015 -0.007 0.022 0.052
H -0.3087 4.0128 -2.7083 0.018 0.001 0.034 0.026
H -1.4054 5.3518 -2.9930 0.002 -0.040 0.074 0.088
H -0.0722 5.0550 -4.1139 -0.044 0.006 0.008 0.070
H -1.4576 4.9948 -6.0182 -0.019 -0.038 0.020 0.111
C -5.7653 2.3623 2.8491 -0.054 -0.073 0.003 -0.090
C -5.6849 1.2412 3.8884 0.171 0.220 -0.049 -0.414
C -5.1390 1.7675 5.2159 -0.073 0.009 -0.016 -0.090
C -4.8536 0.0678 3.3704 -0.059 0.126 0.110 -0.122
N -3.4352 0.3634 3.2186 -0.058 -0.138 0.069 -0.088
C -2.7744 0.8524 2.1696 -0.028 0.072 -0.115 -0.238
N -1.4961 0.8730 2.4649 0.090 -0.174 0.221 -0.061
N -1.3919 0.3908 3.7261 -0.213 0.084 -0.045 -0.028
N -2.5466 0.0814 4.1930 0.119 0.082 -0.349 0.075
H -6.5597 3.0658 3.1150 0.066 -0.007 -0.018 0.076
H -5.9694 1.9736 1.8460 -0.036 0.036 0.058 0.062
H -4.8272 2.9252 2.8116 -0.067 -0.042 -0.020 -0.011
H -6.6881 0.8300 4.0501 -0.013 -0.066 -0.012 0.124
H -4.1870 2.2804 5.0540 -0.043 -0.039 0.033 0.032
H -4.9846 0.9610 5.9390 -0.012 0.038 -0.012 0.070
H -5.8360 2.4925 5.6454 0.050 -0.024 -0.018 0.074
H -5.2334 -0.2355 2.3942 0.081 -0.075 -0.034 0.123
H -4.9130 -0.7731 4.0602 0.031 -0.058 -0.013 0.119
H -3.2289 1.1628 1.2234 -0.007 -0.031 0.158 0.013

***

# 2
107
Properties=species:S:1:pos:R:3:forces:R:3:lowdin_spin:R:1 method="wB97M-V/def2-TZVPD" multiplicity=4 charge=+2 s_squared=3.99 e_lumo_ev="-5.277 / -5.261" homo_lumo_gap_ev="5.1 / 5.5" e_homo_ev="-10.410 / -10.721" e_tot_ev=-131365.3411
Cr 0.0000 0.0000 0.0000 -4.048 -1.785 1.966 2.164
N 0.2081 -1.9876 1.6948 -0.025 -0.253 0.449 -0.013
P -1.5126 -1.4450 1.0181 4.824 -4.198 -0.126 -0.080
C -1.4187 -3.0982 0.0532 -0.584 0.506 -1.633 -0.008
C -1.3184 -4.3920 0.6181 -0.027 0.107 -0.920 0.000
C -1.3628 -5.5236 -0.2027 0.072 0.795 0.206 -0.001
C -1.5053 -5.3834 -1.5846 -0.017 0.460 -0.335 0.000
C -1.6051 -4.1109 -2.1500 -0.150 -0.847 0.989 0.000
C -1.5618 -2.9772 -1.3352 -1.622 -2.375 1.088 0.002
C -2.8695 -2.1898 1.8201 -1.602 0.449 2.787 -0.018
C -2.7931 -2.7057 3.1301 -0.600 0.109 -0.268 -0.003
C -3.9459 -3.1875 3.7590 0.038 0.080 -0.571 0.000
C -5.1746 -3.1511 3.0936 0.392 0.166 -0.204 -0.002
C -5.2535 -2.6309 1.7982 0.539 -0.078 0.215 0.000
C -4.1037 -2.1483 1.1665 -0.375 -0.107 0.272 -0.002
P 1.6389 -1.6027 0.4512 -1.907 -2.737 2.144 0.100
C 2.4981 -0.5024 1.4983 2.966 0.760 1.399 0.005
C 3.7582 -0.0929 1.0038 -0.280 -0.258 1.249 0.008
C 4.5309 0.8246 1.7217 -0.278 -0.528 0.408 -0.001
C 4.0627 1.3473 2.9273 -0.192 -0.412 -0.426 0.006
C 2.8158 0.9570 3.4194 4.189 -1.306 0.447 -0.002
C 2.0373 0.0397 2.7064 5.761 -4.400 -1.600 0.002
C 2.8143 -2.9091 0.8478 0.318 -1.452 -0.126 0.035
C 3.1470 -3.3098 2.1596 0.322 -0.349 -0.517 0.004
C 4.1535 -4.2572 2.3681 -0.428 0.299 -0.399 0.002
C 4.8261 -4.8170 1.2787 -0.276 0.328 -0.347 -0.001
C 4.4930 -4.4306 -0.0227 -0.093 0.061 0.486 0.000
C 3.4841 -3.4862 -0.2351 0.255 -0.298 0.381 0.004
H 0.2612 -2.9536 2.1002 -0.014 0.964 -0.762 0.004
H -1.2179 -4.5363 1.6838 -0.066 0.081 0.120 0.000
H -1.2896 -6.5109 0.2343 0.003 0.037 0.005 0.000
H -1.5406 -6.2607 -2.2173 -0.008 -0.015 0.030 0.000
H -1.7177 -4.0026 -3.2211 -0.225 -0.299 0.038 0.000
H -1.6426 -1.9972 -1.7904 -2.022 -2.768 0.097 0.000
H -1.8487 -2.7354 3.6564 0.078 0.106 0.026 0.000
H -3.8862 -3.5869 4.7632 0.024 0.004 -0.032 0.000
H -6.0655 -3.5232 3.5827 0.026 0.028 -0.015 0.000
H -6.2062 -2.5997 1.2857 0.049 0.013 -0.016 0.000
H -4.1751 -1.7441 0.1635 -0.039 0.047 -0.026 0.001
H 4.1334 -0.4846 0.0705 0.044 -0.093 -0.170 0.001
H 5.4958 1.1308 1.3382 0.035 -0.036 -0.021 0.000
H 4.6636 2.0577 3.4801 -0.002 -0.029 0.065 0.000
H 2.4520 1.3668 4.3525 2.868 -0.767 -0.547 0.000
H 1.0753 -0.2308 3.1230 2.433 -3.055 -2.329 -0.001
H 2.6345 -2.8872 3.0130 -0.017 0.139 0.019 0.000
H 4.4113 -4.5581 3.3751 -0.024 0.017 -0.009 0.000
H 5.6060 -5.5495 1.4425 -0.018 0.027 -0.008 0.000
H 5.0124 -4.8670 -0.8654 0.004 0.007 0.003 0.000
H 3.2364 -3.1935 -1.2492 -0.049 0.023 0.008 0.003
N 1.6344 1.7150 1.4022 0.451 5.306 -4.287 0.004
P 0.3513 0.9454 2.0962 -3.696 3.633 -0.658 0.009
C -0.9819 2.2018 1.9331 -0.248 0.826 2.714 0.126
C -0.9433 3.2714 1.0263 0.586 1.111 0.316 0.036
C -1.9955 4.1902 0.9453 0.126 1.207 1.418 0.087
C -3.1159 4.0454 1.7580 0.442 0.301 0.347 -0.015
C -3.1879 2.9790 2.6482 0.224 -0.248 -0.070 0.065
C -2.1329 2.0655 2.7320 0.489 0.300 0.048 -0.014
C 0.8036 1.1671 3.8575 -6.188 3.351 3.292 -0.002
C 1.0009 2.4256 4.4496 -2.285 0.571 0.595 0.001
C 1.3078 2.5369 5.8087 -0.053 -0.028 -0.400 0.001
C 1.4191 1.3941 6.5957 0.188 -0.063 0.001 -0.001
C 1.2278 0.1377 6.0251 -0.227 0.152 -0.417 0.001
C 0.9248 0.0259 4.6653 -2.267 0.225 3.145 -0.001
C 2.0277 1.6887 0.0355 -0.430 0.829 0.447 0.002
C 3.2622 2.2569 -0.2890 0.348 0.812 -1.296 0.002
C 3.7001 2.2516 -1.6123 -0.041 0.308 1.119 -0.001
C 2.9037 1.6685 -2.5862 -0.745 -0.447 -0.142 0.001
C 1.7035 1.1088 -2.1900 0.461 0.239 -0.210 0.000
N 1.2587 1.1052 -0.9147 2.259 1.451 0.456 -0.005
H 1.8903 2.6137 1.7959 0.185 0.054 0.109 -0.001
H -0.1037 3.4025 0.3505 0.282 0.295 0.531 0.004
H -1.9412 5.0110 0.2349 0.146 -0.223 0.493 0.004
H -3.9361 4.7545 1.6880 0.170 -0.073 -0.017 -0.002
H -4.0661 2.8503 3.2752 0.146 0.016 -0.093 0.004
H -2.2210 1.2368 3.4325 0.126 0.072 -0.051 -0.003
H 0.8962 3.3364 3.8656 -0.057 -0.120 -0.042 0.002
H 1.4493 3.5189 6.2531 0.055 -0.166 -0.152 0.000
H 1.6499 1.4812 7.6542 -0.022 -0.019 -0.195 0.000
H 1.3088 -0.7564 6.6371 -0.017 0.124 -0.143 0.000
H 0.7745 -0.9662 4.2427 -0.331 -0.111 0.784 0.000
H 3.8873 2.6945 0.4824 -0.294 0.006 -0.200 0.000
H 4.6571 2.6928 -1.8746 -0.139 -0.030 0.087 0.000
H 3.2119 1.6424 -3.6249 -0.107 0.004 0.103 0.000
H 1.0430 0.6309 -2.9076 0.324 0.271 -0.014 0.000
Te -1.9293 1.7949 -0.4862 -2.853 -0.596 -3.109 0.457
C -3.4521 3.2080 -0.8777 0.028 0.558 -1.744 0.100
C -3.2865 4.4287 -1.5136 0.036 -0.790 -0.377 0.012
C -4.4787 5.1526 -1.6313 -0.873 0.245 0.186 0.006
C -5.5784 4.5008 -1.0883 1.134 0.947 -0.613 0.012
S -5.0694 3.0248 -0.4620 -1.007 -1.282 0.552 0.015
H -2.3338 4.7856 -1.8813 -0.024 -0.055 -0.079 0.000
H -4.5381 6.1259 -2.0998 -0.046 -0.023 0.039 0.001
H -6.5909 4.8805 -1.0723 0.057 -0.312 0.123 0.001
N -0.9262 -2.5629 -5.0903 0.215 -0.379 -0.785 0.000
C -1.2558 -1.6771 -3.9449 -0.107 0.703 0.460 0.001
C -0.1187 -1.7022 -2.9117 1.866 0.407 -0.486 -0.006
N -0.3582 -0.8596 -1.7522 1.569 0.659 -5.058 -0.031
H -1.6793 -2.5562 -5.7909 0.179 -0.018 0.130 0.000
H -0.7955 -3.5388 -4.7906 0.045 0.222 -0.042 0.000
H -0.0635 -2.2645 -5.5655 -0.187 -0.089 0.127 0.000
H -2.1950 -2.0448 -3.5202 0.135 0.246 -0.282 0.000
H -1.4072 -0.6735 -4.3540 -0.028 -0.131 0.112 0.002
H 0.8157 -1.3825 -3.3871 -0.003 0.032 -0.175 -0.002
H 0.0414 -2.7304 -2.5676 0.374 0.519 -0.358 0.001
H -1.1989 -1.1627 -1.2087 1.846 1.027 -1.454 -0.017
H -0.4439 0.1511 -2.0074 -0.634 -1.195 -0.643 0.017
H -1.5351 -0.3581 -0.6174 -1.832 2.200 2.372 -0.082